Computed, not measured: a structure of composition C14H26FeNP at a distorted geometry, with wB97M-V/def2-TZVPD.

XYZ file:
```
43
Properties=species:S:1:pos:R:3:mulliken_charge:R:1
C -4.1870 -1.4552 -2.4457 -0.719
C -3.4056 -2.4346 -1.8550 -0.918
C -2.0700 -2.1744 -1.4614 1.512
C -1.4985 -0.9041 -1.6569 0.040
C -2.3128 0.0435 -2.2890 0.695
C -3.6392 -0.2017 -2.6524 -0.676
C -1.3926 -3.3660 -0.8204 -1.052
C 0.1569 -3.3923 -0.6894 -0.955
N 0.8272 -2.1967 -1.3435 0.129
Fe 0.4836 -0.3720 -1.1309 -0.492
C -1.7799 1.4175 -2.6062 -1.596
P 0.0134 1.6271 -2.3611 1.184
H -3.7903 -3.4558 -1.6977 0.353
H -4.2112 0.5975 -3.1096 0.442
H -5.2015 -1.6680 -2.7420 0.388
H -2.2611 2.1978 -1.9940 0.499
H -1.9592 1.6939 -3.6509 0.503
H -1.8429 -3.5341 0.1773 0.423
H -1.6713 -4.2545 -1.4053 0.402
H 0.4054 -3.4309 0.3719 0.384
C 0.1577 3.0267 -1.1821 -1.386
C 0.7244 1.9598 -4.0114 -1.471
H 0.5435 -4.3355 -1.1330 0.323
C 0.7414 -2.3626 -2.8537 -1.002
C 2.2526 -2.1153 -0.8944 -0.814
H 0.5897 -1.0492 1.8553 0.246
H 1.5680 -3.0241 -3.1733 0.375
H -0.2487 -2.7527 -3.1669 0.351
H 0.8953 -1.4049 -3.3841 0.155
H 2.8765 -2.7809 -1.5191 0.324
H 2.6291 -1.0930 -0.9995 0.193
H 2.3368 -2.3973 0.1579 0.348
H 0.3516 2.9060 -4.4034 0.437
H 1.8268 1.9592 -3.9031 0.438
H 0.4384 1.1116 -4.6612 0.372
H -0.0501 3.9495 -1.7436 0.378
H -0.6159 2.8991 -0.3874 0.389
H 1.1700 3.0314 -0.7183 0.337
H 1.2570 0.5026 -2.6448 -0.343
C -0.1381 -0.2939 1.5688 -0.906
H 0.1046 0.7849 1.6753 0.292
H -0.9863 -0.4982 2.3280 0.293
H -0.5707 -0.3202 0.4355 0.127
```

For the HOMO energy (spin up / spin down), the calculation gives -4.149 / -5.958 eV. Its spin multiplicity is 5. The net charge is 0. The expectation value of S² is 6.036.

---

Computed, not measured: a structure of composition C40H54AsGeN6O2Ti, with wB97M-V/def2-TZVPD.

XYZ file:
```
105
Properties=species:S:1:pos:R:3:mulliken_charge:R:1
Ti 0.0032 -1.1846 0.9285 1.282
N 1.7544 0.1236 0.9405 -0.152
C 2.2583 0.3131 2.3269 -0.073
C 1.7606 -0.8380 3.2067 -0.991
N 1.6570 -2.0695 2.3827 0.275
C 0.8757 -3.1391 3.0518 -0.774
C 0.3302 -4.0989 2.0072 -0.939
N -0.3643 -3.3357 0.9349 -0.031
C 3.0410 -2.5720 2.0901 -1.170
C 3.3165 -3.0322 0.6707 -0.011
N 3.5275 -1.8939 -0.2301 -0.623
H 2.4421 -0.4467 0.4161 0.553
H 1.7146 1.0220 0.4605 -0.230
H 3.3476 0.3783 2.3234 0.497
H 1.8784 1.2564 2.7186 0.087
H 2.4241 -0.9900 4.0633 0.512
H 0.7695 -0.6068 3.5984 0.365
H 1.4881 -3.6755 3.7819 0.595
H 0.0572 -2.6810 3.6000 0.543
H 1.1385 -4.6744 1.5574 0.204
H -0.3434 -4.8167 2.4750 0.561
H -0.1178 -3.6800 0.0023 0.397
H -1.3736 -3.4410 1.0196 -0.077
H 3.7513 -1.7820 2.3388 0.409
H 3.2501 -3.3920 2.7807 0.464
H 4.1767 -3.7089 0.6993 0.494
H 2.4766 -3.6107 0.2950 -0.536
H 4.4750 -1.5426 -0.1292 0.245
H 3.4360 -2.1831 -1.1986 0.069
O -1.5380 0.4726 -5.7673 -0.506
C -2.3784 0.7491 -4.6749 -0.453
C -1.7962 0.1203 -3.4438 -0.015
C -2.4096 0.2732 -2.2070 -1.015
C -1.8197 -0.2985 -1.1041 -0.366
N -0.6819 -1.0179 -1.1372 1.185
C -0.1217 -1.2218 -2.3457 -0.238
C -0.6451 -0.6528 -3.4982 -0.912
C 1.0251 -2.1616 -2.4951 0.725
C 2.0168 -1.9054 -3.4310 -0.628
C 2.9705 -2.8804 -3.7054 0.660
C 4.0173 -2.6236 -4.7655 -1.002
O 3.4112 -2.2845 -5.9957 -0.505
C 2.8774 -4.0816 -3.0169 -0.862
C 1.8773 -4.2362 -2.0681 -0.697
N 0.9715 -3.2991 -1.7894 -0.294
H -1.9301 0.8173 -6.5757 0.335
H -3.3898 0.3528 -4.8214 0.385
H -2.4733 1.8277 -4.4943 0.306
H -3.3241 0.8397 -2.0861 0.636
H -2.2739 -0.1597 -0.1337 -0.586
H -0.1841 -0.8464 -4.4552 0.834
H 2.0385 -0.9647 -3.9659 0.612
H 4.6909 -3.4793 -4.8527 0.412
H 4.6172 -1.7580 -4.4792 0.311
H 3.1397 -3.0847 -6.4577 0.322
H 3.5694 -4.8912 -3.2099 0.483
H 1.7943 -5.1651 -1.5136 0.418
C -4.3932 4.7881 -0.8385 -0.692
C -4.2647 4.4505 0.5014 -0.803
C -3.1654 3.7219 0.9331 -0.451
C -2.1854 3.3354 0.0257 0.560
C -2.3139 3.6757 -1.3167 -0.108
C -3.4160 4.4034 -1.7456 -0.721
As -0.7098 2.2201 0.6270 1.557
C 0.0542 3.2348 2.0835 0.630
C -0.4027 3.3042 3.3912 -0.834
C 0.3132 4.0435 4.3247 -0.902
C 1.4839 4.6908 3.9488 -0.835
C 1.9525 4.6062 2.6453 -0.778
C 1.2403 3.8752 1.7012 0.219
C 1.6329 3.6708 0.2892 1.614
C 2.7776 4.1724 -0.3227 -0.790
C 3.0383 3.8733 -1.6521 -0.935
C 2.1750 3.0628 -2.3811 -1.140
C 1.0338 2.5496 -1.7781 0.236
C 0.7559 2.8708 -0.4556 -1.454
H -5.2477 5.3608 -1.1727 0.415
H -5.0175 4.7601 1.2140 0.444
H -3.0730 3.4741 1.9843 0.397
H -1.5422 3.4079 -2.0295 0.380
H -3.5031 4.6869 -2.7867 0.457
H -1.3117 2.7954 3.6917 0.398
H -0.0419 4.1178 5.3438 0.457
H 2.0356 5.2675 4.6788 0.434
H 2.8676 5.1164 2.3734 0.436
H 3.4657 4.8008 0.2278 0.469
H 3.9236 4.2759 -2.1257 0.420
H 2.3905 2.8387 -3.4176 0.521
H 0.3652 1.9080 -2.3440 0.528
C -4.1509 -1.9221 3.7425 -1.369
Ge -3.4444 -1.3194 2.0310 0.875
C -4.4187 0.2589 1.4147 -1.031
C -3.6805 -2.7969 0.7481 -1.537
C -1.5311 -0.8360 2.3179 -0.987
H -5.2129 -2.1537 3.6593 0.418
H -4.0286 -1.1537 4.5056 0.383
H -3.6351 -2.8234 4.0773 0.388
H -5.4457 -0.0116 1.1672 0.490
H -3.9812 0.7457 0.5416 0.208
H -4.4529 0.9998 2.2149 0.345
H -4.7336 -2.8348 0.4655 0.452
H -3.4540 -3.7616 1.2102 0.382
H -3.1069 -2.7065 -0.1761 0.422
H -1.2866 -1.4004 3.2237 0.591
H -1.5566 0.2174 2.6168 0.349
```

For the HOMO energy (spin up / spin down), the calculation gives -12.897 / -12.898 eV. Its spin multiplicity is 2. The net charge is +2. The expectation value of S² is 0.756. The energy above the lowest of the compared OMol25 structures with the same formula, charge and spin comes out at 0.6407 eV.

---

Please write out number 1 again, unchanged.
Computed, not measured: a structure of composition C14H26FeNP at a distorted geometry, with wB97M-V/def2-TZVPD.

XYZ file:
```
43
Properties=species:S:1:pos:R:3:mulliken_charge:R:1
C -4.1870 -1.4552 -2.4457 -0.719
C -3.4056 -2.4346 -1.8550 -0.918
C -2.0700 -2.1744 -1.4614 1.512
C -1.4985 -0.9041 -1.6569 0.040
C -2.3128 0.0435 -2.2890 0.695
C -3.6392 -0.2017 -2.6524 -0.676
C -1.3926 -3.3660 -0.8204 -1.052
C 0.1569 -3.3923 -0.6894 -0.955
N 0.8272 -2.1967 -1.3435 0.129
Fe 0.4836 -0.3720 -1.1309 -0.492
C -1.7799 1.4175 -2.6062 -1.596
P 0.0134 1.6271 -2.3611 1.184
H -3.7903 -3.4558 -1.6977 0.353
H -4.2112 0.5975 -3.1096 0.442
H -5.2015 -1.6680 -2.7420 0.388
H -2.2611 2.1978 -1.9940 0.499
H -1.9592 1.6939 -3.6509 0.503
H -1.8429 -3.5341 0.1773 0.423
H -1.6713 -4.2545 -1.4053 0.402
H 0.4054 -3.4309 0.3719 0.384
C 0.1577 3.0267 -1.1821 -1.386
C 0.7244 1.9598 -4.0114 -1.471
H 0.5435 -4.3355 -1.1330 0.323
C 0.7414 -2.3626 -2.8537 -1.002
C 2.2526 -2.1153 -0.8944 -0.814
H 0.5897 -1.0492 1.8553 0.246
H 1.5680 -3.0241 -3.1733 0.375
H -0.2487 -2.7527 -3.1669 0.351
H 0.8953 -1.4049 -3.3841 0.155
H 2.8765 -2.7809 -1.5191 0.324
H 2.6291 -1.0930 -0.9995 0.193
H 2.3368 -2.3973 0.1579 0.348
H 0.3516 2.9060 -4.4034 0.437
H 1.8268 1.9592 -3.9031 0.438
H 0.4384 1.1116 -4.6612 0.372
H -0.0501 3.9495 -1.7436 0.378
H -0.6159 2.8991 -0.3874 0.389
H 1.1700 3.0314 -0.7183 0.337
H 1.2570 0.5026 -2.6448 -0.343
C -0.1381 -0.2939 1.5688 -0.906
H 0.1046 0.7849 1.6753 0.292
H -0.9863 -0.4982 2.3280 0.293
H -0.5707 -0.3202 0.4355 0.127
```

For the HOMO energy (spin up / spin down), the calculation gives -4.149 / -5.958 eV. Its spin multiplicity is 5. The net charge is 0. The expectation value of S² is 6.036.